C34H31Cl2N2OP2V | the ωB97M-V functional and the def2-TZVPD basis

Geometry as XYZ:
```
73
Properties=species:S:1:pos:R:3
V 0.126 -1.506 1.355
Cl 0.156 -1.420 4.057
C -0.637 -2.986 3.696
Cl -1.278 -3.327 1.916
H -1.523 -3.089 4.292
H 0.113 -3.779 3.860
C -1.672 1.248 -0.185
N -0.853 1.120 -1.376
C -0.843 -0.189 -1.965
P 0.278 -1.454 -1.025
C -0.268 -3.055 -1.698
C -0.671 -3.097 -3.016
C -1.053 -4.316 -3.605
C -1.020 -5.497 -2.878
C -0.487 -5.457 -1.555
C -0.042 -4.245 -1.019
C 1.972 -1.214 -1.630
C 2.582 0.046 -1.468
C 3.879 0.264 -1.928
C 4.591 -0.782 -2.553
C 3.964 -2.026 -2.723
C 2.683 -2.235 -2.216
C -0.205 2.222 -1.942
C 0.682 2.073 -3.027
C 1.204 3.163 -3.697
C 0.979 4.479 -3.218
C 0.154 4.619 -2.102
C -0.438 3.527 -1.478
P -0.922 0.662 1.436
C -0.045 2.163 1.974
C -0.733 3.323 2.357
C -0.064 4.496 2.694
C 1.340 4.499 2.712
C 2.029 3.325 2.354
C 1.350 2.202 1.930
C -2.319 0.459 2.553
C -2.228 0.835 3.891
C -3.349 0.689 4.736
C -4.564 0.195 4.224
C -4.653 -0.137 2.853
C -3.540 -0.036 2.058
H -2.560 0.648 -0.383
H -2.066 2.282 -0.072
H -0.532 -0.110 -3.008
H -1.874 -0.599 -1.996
H -0.747 -2.202 -3.618
H -1.438 -4.280 -4.647
H -1.381 -6.459 -3.255
H -0.417 -6.389 -0.963
H 0.533 -4.247 -0.076
H 2.072 0.869 -0.927
H 4.308 1.262 -1.818
H 5.556 -0.576 -3.017
H 4.462 -2.849 -3.235
H 2.244 -3.227 -2.281
H 0.944 1.085 -3.314
H 1.833 2.992 -4.566
H 1.402 5.356 -3.740
H -0.064 5.597 -1.693
H -1.090 3.710 -0.608
H -1.831 3.298 2.383
H -0.644 5.329 3.096
H 1.926 5.398 2.929
H 3.137 3.278 2.407
H 1.883 1.276 1.736
H -1.268 1.264 4.248
H -3.277 0.972 5.791
H -5.425 0.029 4.875
H -5.593 -0.453 2.405
H -3.610 -0.380 1.011
O 4.045 -3.310 1.160
C 2.950 -2.869 1.220
N 1.850 -2.457 1.313
```

Output
Multiplicity   4
M   667.4 Da
Largest force on an atom   0.05181 Eh/bohr
Kohn-Sham gap (spin up / spin down)   6.765 / 6.775 eV
Net charge   +1